The following is a DFT calculation (the ωB97M-V functional and the def2-TZVPD basis) of 2 unconnected molecules or ions with the total composition C6H16NO at a distorted geometry.

```
! wB97M-V def2-TZVPD RIJCOSX def2/J DEFGRID3
* xyz 1 1
C 0.022 1.898 2.096
O -0.021 1.015 3.191
C -0.902 1.350 1.020
C -0.576 -0.141 0.657
C 0.644 -0.292 -0.072
C 0.921 0.278 -1.394
C 0.308 -0.363 -2.667
N -0.586 -2.899 -0.900
H 1.029 1.965 1.647
H -0.240 2.926 2.361
H 0.559 1.347 3.886
H -1.952 1.404 1.310
H -0.862 2.026 0.158
H -1.463 -0.479 0.112
H -0.595 -0.664 1.617
H -0.188 -2.229 -0.246
H 1.512 -0.189 0.585
H 2.010 0.259 -1.479
H 0.679 1.356 -1.375
H 0.773 0.096 -3.535
H -0.768 -0.203 -2.685
H -1.014 -3.651 -0.364
H 0.471 -1.434 -2.654
H 0.240 -3.377 -1.270
*
```

Output
ΔE to the lowest compared entry with this formula, charge and spin, eV: 3.849

The following is a DFT calculation (the ωB97M-V functional and the def2-TZVPD basis) of 2 unconnected molecules or ions with the total composition C5H11O3 at a distorted geometry.

```
! wB97M-V def2-TZVPD RIJCOSX def2/J DEFGRID3
* xyz -1 1
C 0.123 -2.804 -0.908
C -0.418 -3.086 0.441
O 0.607 -1.481 -1.190
H 0.984 -3.499 -1.190
H -0.810 -2.913 -1.501
H -1.226 -3.733 0.323
H 0.059 -0.960 -0.700
H -0.666 -2.234 0.973
H 0.398 -3.681 1.096
C 0.842 2.019 -0.073
C 1.448 1.862 1.253
C -0.598 1.495 0.097
O -1.450 2.476 0.099
O -0.908 0.279 0.176
H 0.856 3.093 -0.347
H 1.147 1.284 -0.853
H 0.795 2.492 1.872
H 2.514 2.245 1.184
H 1.573 0.791 1.612
*
```

Output
ΔE to the lowest compared entry with this formula, charge and spin, eV: 1.889

The following is a DFT calculation (the ωB97M-V functional and the def2-TZVPD basis) of 11 unconnected molecules or ions with the total composition H22O11 at a distorted geometry.

```
! wB97M-V def2-TZVPD RIJCOSX def2/J DEFGRID3
* xyz 0 1
O -0.171 -0.813 -0.326
H -0.463 -0.062 0.202
H -0.683 -1.554 0.017
O 1.840 -1.227 -2.661
H 2.144 -0.407 -2.257
H 0.892 -1.093 -2.778
O 1.806 -0.969 3.201
H 1.415 -0.102 3.356
H 1.198 -1.394 2.586
O -2.910 4.190 0.302
H -2.650 4.490 -0.576
H -3.070 3.246 0.190
O -2.099 -4.527 -0.156
H -1.397 -3.976 -0.521
H -2.656 -3.906 0.327
O -0.967 2.739 0.654
H -0.069 2.529 0.374
H -1.522 2.361 -0.037
O 2.884 -1.468 0.091
H 2.023 -1.390 -0.334
H 3.378 -2.062 -0.485
O -2.564 -1.334 1.740
H -1.889 -1.059 1.110
H -2.143 -1.220 2.600
O 3.117 1.344 -2.279
H 2.678 1.777 -3.020
H 2.427 1.263 -1.612
O -3.758 -0.063 -1.405
H -4.014 0.006 -0.478
H -4.588 0.027 -1.886
O 4.062 1.261 1.590
H 4.497 1.619 0.808
H 3.251 1.777 1.664
*
```

Output
SMILES string: O.O.O.O.O.O.O.O.O.O.O
ΔE to the lowest compared entry with this formula, charge and spin, eV: 3.399

The following is a DFT calculation (the ωB97M-V functional and the def2-TZVPD basis) of a molecular structure, C28H52OP2Y at a distorted geometry.

```
! wB97M-V def2-TZVPD RIJCOSX def2/J DEFGRID3
* xyz 1 1
Y 1.095 0.500 0.067
C -1.380 1.261 2.740
C -0.884 0.031 2.242
C 0.577 0.819 3.857
C -0.466 1.761 3.712
C 0.284 -0.292 3.013
C -2.754 1.732 2.478
H -3.470 0.909 2.646
H -2.876 2.035 1.430
H -3.064 2.558 3.131
C -0.586 3.016 4.485
H -1.617 3.196 4.816
H -0.263 3.885 3.897
H 0.015 2.988 5.403
C 1.676 0.880 4.848
H 1.348 1.431 5.737
H 2.559 1.395 4.444
H 2.001 -0.116 5.189
C 0.749 -1.686 3.169
H -0.053 -2.344 3.555
H 1.578 -1.752 3.875
H 1.056 -2.155 2.227
C -1.688 -0.882 1.373
H -2.522 -1.333 1.937
H -1.087 -1.717 0.990
H -2.160 -0.354 0.523
C -2.907 -0.249 -2.890
C -3.937 -0.710 -2.158
C -4.233 -2.126 -1.779
C -3.897 -3.214 -2.840
C -2.606 -3.949 -2.603
C -1.451 -3.401 -2.190
C -1.230 -1.934 -1.934
C -1.609 -0.991 -3.099
H -5.315 -2.132 -1.599
H -3.951 -2.756 -3.841
H -3.761 -2.403 -0.832
H -1.654 -1.579 -4.045
H -2.971 0.757 -3.336
H -4.666 0.019 -1.814
H -0.834 -0.191 -3.218
H -1.700 -1.578 -1.023
H -0.568 -4.019 -2.008
H -0.143 -1.842 -1.807
H -4.711 -3.951 -2.804
H -2.625 -5.020 -2.820
P 1.893 -0.550 -2.250
P 3.191 -1.107 0.477
C 3.669 -1.164 -2.270
C 4.380 -0.952 -0.948
H 4.157 -0.624 -3.093
H 3.645 -2.240 -2.519
H 5.167 -1.708 -0.813
H 4.836 0.049 -0.882
C 4.461 -1.444 1.745
H 3.980 -1.663 2.706
H 5.102 -0.558 1.845
H 5.072 -2.303 1.413
C 2.570 -2.857 0.230
H 3.324 -3.452 -0.308
H 1.617 -2.901 -0.321
H 2.402 -3.300 1.222
C 1.998 0.916 -3.355
H 1.221 1.672 -3.147
H 1.852 0.542 -4.378
H 2.982 1.398 -3.271
C 1.499 -1.872 -3.524
H 2.350 -1.901 -4.224
H 0.582 -1.603 -4.057
H 1.413 -2.883 -3.090
C -1.463 3.267 -0.806
C -0.257 3.661 0.036
C 0.662 4.664 -0.650
C -0.757 4.290 1.325
O 0.482 2.449 0.287
H -2.020 4.168 -1.094
H -2.135 2.608 -0.235
H -1.162 2.731 -1.714
H 0.083 5.502 -1.058
H 1.366 5.086 0.074
H 1.230 4.211 -1.466
H -1.330 3.568 1.912
H 0.070 4.662 1.938
H -1.427 5.142 1.118
*
```

Output
Calculated total energy, eV: -51540.09952

The following is a DFT calculation (the ωB97M-V functional and the def2-TZVPD basis) of C3H7N3O2 in the gas phase at a distorted geometry.

```
! wB97M-V def2-TZVPD RIJCOSX def2/J DEFGRID3
* xyz 0 1
C 2.102 -0.316 0.602
N 1.164 -0.264 -0.551
N 0.354 0.956 -0.291
C -0.831 0.541 0.070
N -2.028 1.322 -0.054
C -1.440 -0.718 -0.036
O -2.591 -1.002 0.465
O -0.857 -1.886 -0.499
H 1.789 -1.025 1.485
H 3.037 -0.845 0.258
H 2.289 0.872 0.834
H 1.748 0.325 -1.224
H -3.073 1.096 -0.250
H -1.828 2.430 -0.183
H 0.165 -1.484 -0.628
*
```

Output
SMILES string: CN/N=C(/N)C(=O)O
ΔE to the lowest compared entry with this formula, charge and spin, eV: 5.677

The following is a DFT calculation (the ωB97M-V functional and the def2-TZVPD basis) of a molecular structure, C60H134O6S2 at a distorted geometry.

```
! wB97M-V def2-TZVPD RIJCOSX def2/J DEFGRID3
* xyz 0 1
O -3.581 -2.635 1.150
S -2.537 -2.676 0.141
O -1.595 -3.771 0.133
O -3.215 -2.494 -1.310
C -3.545 -3.692 -1.972
C -5.048 -4.086 -1.583
C -1.592 -1.058 0.124
H -2.989 -4.577 -1.664
H -3.418 -3.671 -3.055
H -5.316 -4.976 -2.153
H -5.587 -3.176 -1.846
H -5.315 -4.242 -0.538
H -0.750 -0.901 0.798
H -2.332 -0.280 0.312
H -1.170 -0.961 -0.877
O 0.951 -4.733 2.184
S 1.713 -5.524 1.224
O 2.290 -6.821 1.554
O 0.708 -5.891 -0.043
C -0.163 -4.875 -0.572
C -0.113 -4.915 -2.077
C 2.860 -4.552 0.253
H 0.102 -3.877 -0.222
H -1.183 -5.036 -0.224
H 0.807 -4.544 -2.529
H -0.950 -4.278 -2.364
H -0.269 -5.912 -2.490
H 3.156 -5.144 -0.612
H 3.722 -4.432 0.909
H 2.463 -3.589 -0.068
C 6.969 -2.017 -1.351
C 5.988 -2.869 -0.980
C 4.946 -2.405 -0.218
C 4.777 -1.085 0.087
C 5.827 -0.240 -0.151
C 6.920 -0.706 -0.951
H 7.649 -2.400 -2.097
H 6.153 -3.933 -1.063
H 4.305 -3.222 0.078
H 3.830 -0.808 0.526
H 5.816 0.812 0.092
H 7.642 -0.053 -1.419
C -1.155 1.906 -0.988
C -2.502 2.405 -1.600
C -3.748 1.770 -1.054
C -4.985 2.398 -1.703
C -6.356 1.699 -1.483
C -7.550 2.748 -1.630
H -1.120 0.818 -1.049
H -1.144 2.225 0.054
H -0.260 2.309 -1.462
H -2.562 3.486 -1.471
H -2.433 2.245 -2.676
H -3.799 1.896 0.028
H -3.840 0.699 -1.237
H -5.111 3.453 -1.461
H -4.839 2.382 -2.783
H -6.496 0.793 -2.072
H -6.483 1.366 -0.453
H -7.519 3.375 -2.522
H -8.387 2.051 -1.606
H -7.702 3.440 -0.802
C -0.884 1.282 2.138
C 0.581 1.104 1.664
C 0.866 -0.287 1.000
C 2.048 -0.258 0.027
C 2.310 -1.613 -0.666
C 1.216 -2.115 -1.672
H -1.015 2.281 2.552
H -1.265 0.496 2.791
H -1.623 1.250 1.337
H 0.781 1.895 0.941
H 1.314 1.231 2.461
H -0.024 -0.630 0.473
H 0.971 -1.099 1.719
H 1.836 0.380 -0.831
H 2.951 0.195 0.438
H 3.248 -1.501 -1.211
H 2.544 -2.317 0.132
H 1.114 -1.476 -2.549
H 1.309 -3.165 -1.950
H 0.247 -2.072 -1.174
C -3.317 -0.448 1.768
C -4.205 0.782 2.026
C -3.343 1.807 2.684
C -4.161 3.065 3.161
C -3.352 4.245 3.606
C -4.136 5.387 4.234
H -2.601 -0.197 0.986
H -3.837 -1.346 1.437
H -2.733 -0.805 2.617
H -4.696 1.155 1.128
H -5.065 0.459 2.612
H -2.396 2.036 2.196
H -2.933 1.298 3.556
H -4.815 3.293 2.318
H -4.897 2.781 3.913
H -2.645 3.826 4.322
H -2.750 4.581 2.761
H -3.502 6.270 4.312
H -5.036 5.624 3.665
H -4.448 5.093 5.236
C 5.777 3.910 2.083
C 4.902 3.878 0.899
C 3.955 2.699 0.882
C 3.240 2.583 -0.423
C 3.960 1.546 -1.338
C 3.359 1.565 -2.717
H 6.348 2.982 2.072
H 5.190 4.037 2.992
H 6.603 4.610 1.952
H 4.408 4.850 0.917
H 5.483 4.033 -0.011
H 3.244 2.946 1.670
H 4.550 1.846 1.206
H 2.228 2.252 -0.190
H 3.087 3.554 -0.892
H 5.010 1.835 -1.371
H 4.000 0.557 -0.882
H 2.388 1.071 -2.697
H 3.203 2.585 -3.069
H 3.996 1.139 -3.492
C -0.443 -0.273 8.486
C -1.099 -0.320 7.141
C -1.048 -1.697 6.378
C 0.336 -1.905 5.713
C 0.567 -0.934 4.494
C 1.937 -1.114 3.833
H -1.066 -0.844 9.175
H -0.402 0.721 8.932
H 0.598 -0.592 8.439
H -2.099 0.069 7.335
H -0.548 0.398 6.533
H -1.815 -1.680 5.603
H -1.208 -2.565 7.017
H 1.222 -1.738 6.325
H 0.459 -2.956 5.452
H -0.178 -1.158 3.730
H 0.455 0.128 4.710
H 1.971 -2.135 3.453
H 2.145 -0.453 2.992
H 2.583 -0.891 4.683
C 5.423 -0.218 -3.903
C 5.101 -1.722 -3.637
C 3.723 -1.866 -3.041
C 3.199 -3.290 -2.961
C 2.972 -3.849 -4.330
C 2.491 -5.260 -4.366
H 6.446 -0.096 -4.260
H 5.397 0.330 -2.961
H 4.685 0.152 -4.615
H 5.229 -2.219 -4.598
H 5.963 -2.104 -3.090
H 3.026 -1.174 -3.514
H 3.786 -1.554 -1.998
H 3.928 -3.858 -2.384
H 2.271 -3.368 -2.394
H 2.252 -3.146 -4.747
H 3.834 -3.917 -4.994
H 1.561 -5.371 -3.809
H 2.251 -5.524 -5.396
H 3.267 -5.886 -3.926
C 0.509 4.925 3.897
C 0.497 4.015 2.658
C 0.098 4.792 1.358
C 0.185 3.856 0.102
C -0.014 4.522 -1.276
C -1.346 5.262 -1.411
H 1.318 5.655 3.853
H 0.683 4.356 4.810
H -0.425 5.487 3.898
H 1.398 3.436 2.455
H -0.208 3.198 2.811
H 0.755 5.652 1.231
H -0.890 5.236 1.473
H 1.156 3.362 0.087
H -0.553 3.081 0.310
H 0.806 5.229 -1.401
H 0.164 3.804 -2.076
H -1.489 5.883 -2.295
H -2.134 4.521 -1.547
H -1.470 5.885 -0.526
C -0.141 -2.461 -3.511
C -1.212 -1.328 -3.284
C -2.243 -1.305 -4.487
C -3.392 -0.311 -4.274
C -4.473 -0.999 -3.500
C -5.741 -0.248 -3.529
H 0.247 -2.713 -2.524
H 0.678 -2.069 -4.115
H -0.570 -3.301 -4.057
H -1.750 -1.450 -2.343
H -0.698 -0.367 -3.284
H -2.648 -2.305 -4.641
H -1.757 -0.922 -5.384
H -3.072 0.623 -3.813
H -3.771 -0.034 -5.258
H -4.685 -1.939 -4.010
H -4.149 -1.132 -2.467
H -6.306 -0.359 -4.455
H -6.423 -0.604 -2.758
H -5.627 0.759 -3.127
*
```

Output
ΔE to the lowest compared entry with this formula, charge and spin, eV: 29.948

The following is a DFT calculation (the ωB97M-V functional and the def2-TZVPD basis) of C7H10BrN5O in the gas phase at a distorted geometry.

```
! wB97M-V def2-TZVPD RIJCOSX def2/J DEFGRID3
* xyz 0 1
C -0.435 0.938 -3.272
C -0.581 -0.242 -3.792
N -1.122 -0.557 -5.069
C -1.147 -1.820 -5.156
N -0.739 -2.503 -4.055
Br -0.642 -4.311 -3.646
C -0.323 -1.471 -3.175
N -0.086 -1.676 -1.944
N -0.119 -1.064 -0.874
N 0.733 -0.756 -0.087
C 0.257 -0.134 1.099
C -0.381 1.231 0.763
C 1.374 0.024 2.140
O -0.674 -0.922 1.789
H -0.789 1.855 -3.613
H -0.069 1.101 -2.254
H -1.382 -2.378 -5.999
H -0.831 1.650 1.732
H -1.116 1.080 0.018
H 0.447 1.805 0.288
H 0.933 0.409 3.030
H 2.052 0.666 1.632
H 1.869 -0.967 2.244
H -1.315 -1.187 1.170
*
```

Output
SMILES string: C=C1N=CN(Br)/C1=N/N=N/C(C)(C)O
ΔE to the lowest compared entry with this formula, charge and spin, eV: 0.000

The following is a DFT calculation (the ωB97M-V functional and the def2-TZVPD basis) of C7H17N in the gas phase at a distorted geometry.

```
! wB97M-V def2-TZVPD RIJCOSX def2/J DEFGRID3
* xyz 0 1
C -0.711 -3.878 -0.092
C 0.461 -2.934 -0.289
C -0.091 -1.500 -0.496
C 0.467 -0.701 0.822
N 0.770 0.725 0.509
C -0.413 1.492 -0.219
C -0.266 3.029 -0.635
C 0.358 4.004 0.334
H -1.360 -3.407 0.691
H -1.275 -3.958 -0.961
H -0.414 -4.889 0.247
H 1.044 -2.908 0.687
H 1.226 -3.260 -1.113
H 0.425 -1.018 -1.487
H -1.224 -1.522 -0.483
H -0.240 -0.821 1.660
H 1.419 -1.331 1.147
H 0.817 1.226 1.341
H -0.339 0.920 -1.174
H -1.336 1.508 0.358
H 0.409 2.877 -1.538
H -1.170 3.307 -1.020
H -0.033 3.838 1.279
H 1.435 4.212 0.418
H 0.042 4.990 0.015
*
```

Output
SMILES string: CCCCNCCC
ΔE to the lowest compared entry with this formula, charge and spin, eV: 2.993